No. 1
{
  "formula": "C33H47BrCuN9O5P2",
  "method": "ωB97M-V/def2-TZVPD",
  "relative_energy_kcal_mol": 78.4,
  "homo_lumo_gap_ev": 5.944,
  "total_energy_ev": -191892.408,
  "species": ["Br", "Cu", "P", "P", "O", "O", "O", "O", "O", "N", "N", "N", "N", "N", "N", "N", "N", "N", "C", "C", "C", "C", "C", "C", "C", "C", "C", "C", "C", "C", "C", "C", "C", "C", "C", "C", "C", "C", "C", "C", "C", "C", "C", "C", "C", "C", "C", "C", "C", "C", "C", "H", "H", "H", "H", "H", "H", "H", "H", "H", "H", "H", "H", "H", "H", "H", "H", "H", "H", "H", "H", "H", "H", "H", "H", "H", "H", "H", "H", "H", "H", "H", "H", "H", "H", "H", "H", "H", "H", "H", "H", "H", "H", "H", "H", "H", "H", "H"],
  "xyz": [[-6.748181, -4.181968, 6.899845], [-3.436158, 2.456768, -0.214402], [2.347256, -2.022082, 0.623986], [5.025708, -2.449375, -0.613852], [3.685009, -2.998821, 0.214270], [-5.366590, 2.987362, 0.486977], [1.670458, -1.410894, -0.544082], [5.791349, -1.299651, -0.023298], [-0.234140, 5.085966, -3.142229], [1.797008, 5.847497, -2.305051], [-7.090611, -2.682195, 1.093433], [5.988744, -3.857032, -0.759763], [3.048158, -0.944057, 1.653630], [-7.727311, -1.580269, 1.159084], [-4.305618, 0.937756, -0.866013], [1.452897, -3.187479, 1.410227], [-1.816416, 3.447168, 0.034258], [4.480422, -2.092966, -2.146854], [-7.378472, -0.509284, 0.389106], [-7.498621, 1.931271, 0.607761], [5.555179, -5.208534, -1.115947], [-8.399763, -2.992801, 3.203818], [-7.369020, -3.341282, 2.298051], [-8.341251, -3.526422, 4.491527], [-6.234517, -0.447141, -0.416287], [-1.240321, 4.156697, -0.960327], [-6.380141, -4.323066, 2.716559], [0.913941, 4.158582, 0.169544], [-6.207624, -4.570780, 4.093607], [0.006467, -3.221992, 1.496670], [-6.091383, 1.958775, 0.302509], [2.393541, 6.650236, -1.276460], [2.059910, -4.518215, 1.650867], [3.645662, 6.507851, -3.988209], [2.324470, 0.294410, 1.856348], [3.328416, -2.793697, -2.714876], [0.111933, 4.596058, -0.938403], [7.407073, -3.635387, -0.679096], [-7.176605, -4.132668, 4.954527], [-5.676979, -1.485391, -1.144566], [4.104661, -1.153973, 2.564675], [3.765266, 6.051223, -0.755906], [4.521596, -0.666222, -2.547218], [-5.476408, 0.759968, -0.248665], [2.178518, 6.154042, -3.715727], [0.552322, 5.248780, -2.215880], [-1.026604, 3.070353, 1.065409], [-8.061911, 0.690481, 0.745427], [0.310005, 3.444556, 1.170378], [-4.002284, 0.082724, -1.851161], [-4.605254, -1.138499, -1.977736], [-0.319463, -3.193932, 2.500924], [4.627192, -0.573860, -3.632115], [3.650761, -0.028937, -2.244355], [4.331739, 5.661931, -3.764231], [3.423428, -3.822895, -2.394687], [5.024441, -0.715531, 2.158507], [3.782597, 6.892630, -4.974459], [7.740062, -2.661543, -1.071153], [1.510199, 6.926926, -4.077620], [3.865415, 7.345584, -3.308755], [-6.139086, -2.462299, -1.101307], [3.438470, -2.739766, -3.824595], [7.849391, -4.406237, -1.336807], [6.225874, -5.919618, -0.627018], [2.787407, 1.189729, 1.511938], [-9.131031, -3.341285, 5.233971], [1.860986, 5.315739, -4.384064], [-9.181921, -2.307474, 2.895714], [3.964097, -0.648401, 3.503479], [4.587581, 6.680809, -1.015721], [1.452256, -4.964567, 2.458211], [2.246334, 0.551874, 2.934933], [-5.561097, -4.511682, 2.008762], [1.778270, 6.717634, -0.379594], [-8.006644, 2.824755, 0.954784], [2.301380, -2.485747, -2.321805], [5.422145, -0.267430, -2.075957], [5.573851, -5.375567, -2.168628], [-5.356767, -5.188004, 4.410841], [-4.407288, -1.753550, -2.818387], [1.990733, -5.028469, 0.689344], [3.756644, 6.012125, 0.343751], [4.312036, -2.241767, 2.763996], [4.511245, -5.461017, -0.728388], [-9.111252, 0.643540, 1.036216], [1.315391, 0.110288, 1.489458], [3.116881, -4.357459, 1.876154], [7.870198, -3.714688, 0.319734], [0.906888, 3.155788, 2.048124], [-0.322791, -4.081074, 0.882404], [-0.386868, -2.281610, 1.051021], [-1.851396, 4.515433, -1.759499], [-1.419504, 2.322618, 1.749234], [2.638427, 7.675626, -1.566216], [3.961455, 5.047765, -1.127140], [1.992413, 4.450050, 0.209864], [-3.194855, 0.347138, -2.519356]],
  "forces_ev_per_a": [[-0.6, -0.2, -1.4], [0.3, 1.1, 0.1], [1.1, -1.5, -0.8], [0.8, -0.3, 0.1], [0.0, 1.5, -0.2], [-0.3, -0.5, -0.3], [0.1, 0.1, 1.1], [-1.1, -1.8, -0.6], [1.2, 0.6, -0.3], [-0.7, -0.2, -1.8], [-0.6, 1.0, 0.2], [-1.9, 1.4, 1.0], [-1.3, 0.7, -0.6], [-0.2, 0.1, -0.9], [-0.7, -0.6, -1.5], [1.2, 0.0, 0.3], [1.4, -0.2, -0.1], [-1.1, 1.4, 0.0], [-1.8, -0.3, 0.7], [1.2, -0.5, 0.0], [-1.2, 0.1, 1.7], [0.6, -1.1, -0.1], [1.2, -2.2, 1.5], [-0.2, 0.9, 0.9], [1.4, 1.2, 1.3], [1.0, 0.9, 1.4], [-0.5, 2.3, 0.0], [0.1, 1.8, -1.9], [0.3, -1.0, -1.4], [0.4, 1.3, -2.4], [-0.2, 1.6, 1.3], [1.8, -0.7, 1.6], [-0.4, 1.2, -0.1], [-0.4, -0.1, 2.1], [-0.9, -0.5, 1.4], [-0.4, -0.3, 0.0], [-0.3, -1.5, 1.6], [1.4, -0.3, -0.7], [0.0, -0.1, 1.2], [0.7, 0.3, -0.6], [2.3, -1.4, 0.2], [-1.0, 0.1, 0.5], [0.3, 0.3, 0.5], [-1.2, -1.1, -1.3], [-0.5, -0.9, -1.1], [-0.2, -0.2, 0.2], [0.3, -0.1, -0.5], [-0.1, -0.2, -0.7], [0.1, -0.4, 0.8], [1.0, 0.4, 0.7], [-1.9, -0.6, 0.4], [-0.4, -0.6, 1.2], [0.0, -0.3, 0.1], [0.4, -0.8, 0.0], [-0.4, 0.6, -0.3], [0.0, -0.5, -0.3], [0.1, -0.3, 0.0], [0.0, -0.1, -0.8], [-0.4, -0.3, 0.0], [0.1, 0.7, 0.0], [0.5, -0.2, -0.2], [0.1, 0.1, -0.3], [-0.4, -0.1, 0.8], [0.2, 0.4, 0.4], [0.0, 0.0, -0.1], [0.5, 0.5, -1.3], [0.4, 0.2, -0.5], [0.3, 0.2, 0.9], [0.1, -0.3, 0.1], [-0.6, 0.0, 0.6], [0.6, 0.4, -0.3], [0.7, -0.2, -0.4], [-0.2, -0.7, -0.2], [-0.5, -0.2, 0.3], [-0.5, 0.0, -0.4], [0.2, 0.0, -0.3], [1.5, 0.2, -0.8], [-0.2, 0.3, -0.2], [0.0, -0.1, -1.0], [-0.4, 0.5, 0.1], [0.7, -0.6, -0.4], [0.0, -0.8, 0.3], [0.0, -0.1, -0.3], [-0.3, 1.0, -0.2], [1.3, 0.6, -0.5], [0.4, -0.3, 0.5], [0.0, 0.8, -0.2], [-0.3, -0.6, 0.4], [-0.5, -0.2, -0.1], [-0.5, -0.1, -0.5], [-0.4, 0.3, 0.6], [0.1, -0.7, 0.0], [-0.4, -0.2, -0.3], [-0.2, 0.5, 0.1], [-0.6, -0.1, -0.4], [-0.1, 0.0, -0.1], [-1.1, -0.5, 0.0], [0.2, 0.1, 0.2]],
  "lowdin_charge": [0.604, 0.477, 0.549, 0.570, -0.336, -0.073, -0.277, -0.290, 0.063, -0.053, 0.042, -0.307, -0.305, 0.038, 0.006, -0.318, -0.024, -0.296, -0.258, -0.006, -0.109, -0.032, -0.259, -0.130, -0.107, -0.021, -0.016, 0.011, -0.164, -0.104, -0.341, -0.207, -0.090, -0.072, -0.112, -0.123, -0.059, -0.139, -0.637, 0.026, -0.127, -0.083, -0.112, -0.133, -0.192, -0.394, -0.092, -0.008, -0.059, -0.112, -0.038, 0.066, 0.077, 0.092, 0.091, 0.052, 0.073, 0.066, 0.080, 0.116, 0.061, 0.106, 0.096, 0.085, 0.081, 0.069, 0.104, 0.128, 0.100, 0.072, 0.051, 0.095, 0.089, 0.101, 0.110, 0.111, 0.082, 0.062, 0.065, 0.103, 0.098, 0.081, 0.068, 0.103, 0.095, 0.117, 0.071, 0.067, 0.086, 0.115, 0.098, 0.087, 0.120, 0.120, 0.116, 0.075, 0.111, 0.114]
}

No. 2
{
  "formula": "C33H47GaNO23",
  "method": "ωB97M-V/def2-TZVPD",
  "homo_lumo_gap_ev": 6.666,
  "total_energy_ev": -135944.861,
  "total_charge": -1,
  "species": ["Ga", "O", "O", "O", "O", "O", "O", "O", "O", "O", "O", "O", "O", "O", "O", "O", "O", "O", "O", "O", "O", "O", "O", "O", "N", "C", "C", "C", "C", "C", "C", "C", "C", "C", "C", "C", "C", "C", "C", "C", "C", "C", "C", "C", "C", "C", "C", "C", "C", "C", "C", "C", "C", "C", "C", "C", "C", "C", "H", "H", "H", "H", "H", "H", "H", "H", "H", "H", "H", "H", "H", "H", "H", "H", "H", "H", "H", "H", "H", "H", "H", "H", "H", "H", "H", "H", "H", "H", "H", "H", "H", "H", "H", "H", "H", "H", "H", "H", "H", "H", "H", "H", "H", "H", "H"],
  "xyz": [[0.357431, -2.310944, 2.359160], [-5.631456, -2.363186, 5.756287], [7.059519, 2.714985, -1.055101], [0.075462, 2.591353, 2.309162], [-3.873915, -0.979107, 5.993196], [6.536143, 2.777989, -3.256418], [4.541138, -3.806468, -6.586499], [-8.276641, 2.486244, 7.074162], [3.082059, -3.751897, -4.901797], [-4.922145, -1.097688, 4.034399], [2.662357, 3.687249, -0.531802], [3.489123, 3.502654, -2.624191], [3.882173, 5.347305, -1.437135], [-0.604967, -1.775033, -2.038331], [-5.713711, -0.857302, -5.438020], [-5.051007, 0.779727, -4.082448], [5.604046, 1.265369, -1.903929], [-6.536120, 2.194307, 5.714814], [-2.634138, -1.331578, -1.349445], [-5.721392, 1.270756, -6.176495], [-7.176595, 4.282084, 6.272195], [1.147203, 3.881807, 3.777279], [5.202762, -4.417318, -4.522468], [0.448614, 1.817678, 4.386002], [0.065867, -1.512356, 4.125679], [1.664441, 0.173975, -1.018504], [-4.028441, 0.023411, 3.933946], [-5.151876, -0.394395, -3.260370], [0.190325, 3.871617, 1.688619], [6.449451, 2.052335, 0.068360], [4.049556, -3.326036, -1.697995], [4.720642, 5.428964, -2.595203], [3.260230, -3.568585, -7.178361], [1.285829, 4.524461, 2.504224], [-5.146234, -1.501162, -4.288228], [3.217134, -2.090574, -1.468471], [4.074732, 4.437868, -3.538625], [-2.189812, -3.118144, 0.971459], [-8.271230, 1.094482, 6.734667], [-5.514771, 0.478075, -5.313231], [3.387916, -0.965622, -2.272738], [-1.164380, -3.620798, 1.997076], [3.279959, 4.133617, -1.445462], [6.423443, 2.293157, -2.171393], [-6.862673, 0.893108, 6.222662], [4.355159, -4.031477, -5.259326], [-4.870183, -1.564328, 5.303043], [2.258900, -2.064135, -0.442326], [-7.314197, 3.104734, 6.346084], [-1.689590, -2.062909, -1.293845], [5.848808, 0.815363, -0.569029], [-3.058543, -0.236755, 5.064827], [2.596590, 0.158133, -2.040773], [0.542173, 2.680609, 3.577629], [-1.645228, -3.300815, -0.454780], [1.479637, -0.935388, -0.185109], [0.454253, -0.847855, 0.920511], [2.438383, -3.095403, -5.995630], [-2.505609, -2.091553, 1.140860], [1.162744, 5.599947, 2.606870], [7.194537, 1.829128, 0.827016], [5.058417, -3.134954, -1.334090], [-8.500971, 0.487864, 7.606248], [-6.088508, -0.349367, -2.700821], [0.988539, -1.379691, 4.518814], [1.393090, -3.387268, -6.050523], [-9.025006, 0.917576, 5.965385], [1.710419, -3.198760, 2.527772], [0.444265, 3.762980, 0.637048], [2.501612, -2.016730, -5.843038], [-3.103008, -3.714178, 1.057154], [2.150578, -2.957458, 0.155163], [-2.209876, -0.858708, 4.770767], [-1.683832, -3.774430, 2.944446], [-0.764810, 4.393935, 1.779304], [6.548131, -0.021574, -0.603994], [4.922375, 0.488783, -0.103443], [4.123729, -0.961019, -3.064260], [-0.338491, -0.598860, 3.951622], [3.672023, -4.145890, -1.094453], [2.279799, 4.310829, 2.107534], [-3.551695, 0.046710, 2.957482], [2.758883, 1.020052, -2.671316], [-4.605452, 0.940853, 4.074912], [-6.799708, 0.145840, 5.436314], [4.054668, -3.592232, -2.742636], [-2.686572, 0.672560, 5.529605], [4.798198, 3.946270, -4.178189], [5.733418, 5.136221, -2.316255], [5.690541, 2.712752, 0.491287], [-0.518166, -0.779356, 0.424033], [-2.224563, -4.044168, -1.001449], [-4.136391, -1.834707, -4.532467], [-5.746357, -2.359792, -3.998837], [0.198873, -2.109910, -1.609030], [2.887650, -4.505194, -7.597966], [-0.635106, -3.703282, -0.395719], [0.616292, 0.109680, 1.414496], [-6.160465, 0.637279, 7.017693], [3.339818, -2.828016, -7.970057], [-4.321272, -0.459440, -2.564454], [-0.828941, -4.610056, 1.676518], [4.735510, 6.443860, -2.985017], [3.300250, 4.904496, -4.151804], [1.088222, 1.072818, -0.850499]],
  "forces_ev_per_a": [[0.3, -0.6, 0.4], [-0.1, 0.0, 0.0], [0.0, 0.0, -0.1], [0.0, 0.0, 0.1], [-0.2, 0.0, -0.1], [0.3, 0.2, 0.0], [-0.2, 0.0, 0.0], [0.0, 0.0, 0.0], [0.0, -0.1, -0.1], [0.0, 0.0, 0.1], [0.0, 0.0, 0.1], [-0.1, 0.2, 0.1], [-0.1, -0.1, 0.0], [-0.1, 0.0, -0.2], [0.0, 0.0, 0.0], [-0.1, -0.1, -0.1], [0.2, 0.0, -0.1], [-0.1, 0.0, 0.1], [-1.1, 0.4, -0.3], [0.0, 0.0, 0.0], [0.0, 0.0, 0.0], [-0.1, -0.1, 0.0], [0.0, -0.1, -0.2], [-0.1, 0.2, 0.2], [-0.5, -0.4, -0.7], [0.4, 0.1, -0.2], [0.1, 0.2, -0.1], [0.1, -0.1, 0.3], [0.0, 0.1, -0.2], [-0.1, -0.1, 0.2], [-0.2, 0.5, 0.6], [0.3, 0.1, -0.2], [-0.1, 0.0, -0.1], [0.1, 0.1, -0.1], [0.1, -0.1, 0.1], [-0.2, 0.0, -0.1], [0.2, 0.3, -0.2], [-0.2, -0.8, 0.1], [-0.1, -0.1, 0.0], [0.0, 0.0, 0.0], [-0.4, -0.2, 0.5], [-0.3, 0.5, -0.1], [0.1, 0.0, -0.2], [-0.4, -0.2, 0.0], [0.1, -0.2, 0.0], [0.2, 0.0, -0.1], [0.1, 0.0, 0.0], [0.2, 0.1, -0.4], [0.0, 0.0, 0.0], [0.8, -0.1, 0.1], [-0.1, -0.1, 0.3], [0.4, 0.0, -0.1], [0.3, -0.1, -0.1], [0.1, -0.1, -0.2], [0.2, 0.1, 0.2], [0.1, 0.2, 0.2], [0.2, -0.5, -0.1], [-0.1, 0.1, -0.1], [0.1, 0.2, 0.0], [0.0, 0.0, 0.2], [0.1, 0.1, -0.1], [0.3, -0.1, -0.3], [0.0, 0.1, 0.1], [0.0, 0.0, -0.1], [0.0, 0.3, 0.2], [0.0, -0.1, 0.1], [0.0, 0.0, 0.0], [0.1, 0.1, -0.1], [0.1, -0.2, 0.1], [0.0, 0.0, 0.0], [-0.2, 0.1, -0.1], [-0.1, 0.0, 0.3], [0.0, -0.1, 0.0], [0.1, 0.0, 0.2], [0.0, 0.0, 0.1], [0.0, 0.0, 0.0], [-0.1, 0.0, -0.2], [0.1, 0.0, -0.1], [0.4, 0.3, 0.3], [-0.1, -0.2, -0.1], [-0.1, 0.0, -0.1], [-0.1, -0.2, 0.0], [-0.1, 0.2, 0.0], [0.0, 0.0, 0.0], [0.0, 0.1, -0.1], [0.2, -0.2, 0.0], [-0.1, 0.0, 0.2], [0.0, -0.2, 0.1], [0.0, -0.1, 0.0], [0.0, 0.0, 0.0], [-0.2, 0.2, 0.2], [-0.1, -0.1, -0.1], [0.0, 0.0, 0.0], [-0.1, 0.0, -0.1], [0.1, -0.2, -0.1], [0.0, 0.0, 0.0], [0.2, 0.1, -0.1], [-0.2, 0.1, 0.1], [0.0, 0.0, 0.0], [0.2, 0.0, 0.0], [0.1, 0.2, -0.1], [0.1, -0.1, 0.0], [-0.1, 0.0, 0.1], [-0.1, -0.1, 0.1], [-0.1, 0.0, 0.1]],
  "lowdin_charge": [0.348, 0.138, 0.060, 0.052, 0.058, 0.137, 0.057, 0.057, 0.050, 0.049, 0.155, 0.054, 0.062, 0.097, 0.050, 0.065, 0.055, 0.057, 0.089, 0.148, 0.161, 0.054, 0.161, 0.163, -0.129, -0.053, -0.101, -0.107, -0.118, -0.095, -0.034, -0.111, -0.120, -0.119, -0.115, -0.263, -0.112, -0.289, -0.108, -0.581, -0.077, -0.287, -0.556, -0.578, -0.110, -0.569, -0.613, -0.041, -0.573, -0.552, -0.097, -0.093, -0.089, -0.562, -0.118, -0.313, -0.182, -0.108, 0.087, 0.129, 0.131, 0.082, 0.133, 0.133, -0.055, 0.134, 0.133, -0.061, 0.114, 0.135, 0.093, 0.072, 0.100, 0.032, 0.131, 0.137, 0.136, 0.106, -0.078, 0.080, 0.121, 0.133, 0.088, 0.119, 0.123, 0.033, 0.135, 0.117, 0.123, 0.131, 0.045, 0.125, 0.133, 0.130, 0.079, 0.130, 0.109, 0.039, 0.141, 0.130, 0.102, 0.034, 0.131, 0.134, 0.109]
}